Formula: C26H72N4O13
Source: OMol25
Level of theory: the ωB97M-V functional and the def2-TZVPD basis

## Properties
Lowest unoccupied orbital energy, eV: 0.23
HOMO-LUMO gap, eV: 9.00
Highest occupied orbital energy, eV: -8.8
Total charge: 0
SMILES: COCCNCCOC.COCCNCCOC.COCCNCCOC.COCCNCCOC.OCCO.O.O.O
Energy relative to the best compared isomer or geometry (same formula, charge and spin), kJ/mol: 0.0
Spin multiplicity: 1

Geometry (Å):
1 C 4.113642 2.658881 -3.364430
2 O 5.230191 2.090785 -2.730518
3 C 6.402710 2.870612 -2.907963
4 C 7.689776 2.119006 -2.664600
5 N 7.827295 0.961449 -3.550658
6 C 9.124504 0.340898 -3.425403
7 C 9.032368 -1.055999 -4.035445
8 O 8.056259 -1.859150 -3.397098
9 C 7.936749 -3.109234 -4.022805
10 H 3.869881 3.667668 -3.006253
11 H 3.240616 2.105023 -3.011218
12 H 4.170699 2.609008 -4.453960
13 H 6.325170 3.780874 -2.302471
14 H 6.403553 3.183215 -3.962925
15 H 7.606518 1.758140 -1.626773
16 H 8.536080 2.798638 -2.727655
17 H 7.139822 0.268048 -3.275946
18 H 9.470225 0.241295 -2.386361
19 H 9.927914 0.772751 -4.029966
20 H 9.986206 -1.580057 -3.882535
21 H 8.804788 -0.967065 -5.103758
22 H 7.739259 -2.963380 -5.091967
23 H 7.106295 -3.690941 -3.629795
24 H 8.849472 -3.707834 -3.930737
25 C -1.123293 3.327171 1.646442
26 O -0.852881 3.463262 0.268837
27 C -1.943955 4.064328 -0.465793
28 C -3.092190 3.072512 -0.560961
29 N -4.126614 3.624512 -1.438089
30 C -5.317572 2.765432 -1.475384
31 C -6.518139 3.433444 -2.116222
32 O -7.098778 4.273405 -1.129788
33 C -8.217323 4.987187 -1.583513
34 H -0.309951 2.751370 2.083832
35 H -2.027259 2.761372 1.889543
36 H -1.233941 4.286346 2.160504
37 H -1.587764 4.353236 -1.452133
38 H -2.178854 4.987895 0.069486
39 H -3.558287 2.859434 0.407384
40 H -2.759741 2.117179 -0.966367
41 H -4.502764 4.505584 -1.101367
42 H -5.559629 2.502976 -0.436071
43 H -5.174489 1.804941 -1.977775
44 H -7.231215 2.665084 -2.437219
45 H -6.249631 4.013798 -3.005397
46 H -8.071915 5.648523 -2.449031
47 H -8.495942 5.681151 -0.789942
48 H -9.031133 4.301261 -1.840894
49 C -1.182450 -0.508538 -1.507113
50 O -2.185427 -1.481034 -1.389396
51 C -1.973348 -2.368416 -0.288970
52 C -2.476987 -3.735737 -0.711362
53 N -2.531735 -4.617227 0.488550
54 C -2.987228 -5.949956 0.103125
55 C -3.690718 -6.684629 1.238940
56 O -4.798595 -5.916764 1.694242
57 C -5.336399 -6.521217 2.860692
58 H -1.065063 0.143148 -0.630175
59 H -1.481827 0.229901 -2.255118
60 H -0.216216 -0.962307 -1.741028
61 H -2.437935 -1.975436 0.621142
62 H -0.887628 -2.390716 -0.157275
63 H -1.761721 -4.225714 -1.370490
64 H -3.511447 -3.683210 -1.064895
65 H -3.181200 -4.147926 1.113990
66 H -2.061351 -6.504333 -0.081811
67 H -3.576595 -5.955959 -0.819984
68 H -2.952858 -6.809004 2.041053
69 H -3.988628 -7.697389 0.950005
70 H -4.571288 -6.747000 3.613176
71 H -5.932089 -7.405033 2.634661
72 H -5.899649 -5.734147 3.369127
73 C -4.097836 -4.689191 7.631113
74 O -3.174568 -4.363245 6.621144
75 C -3.722409 -4.472893 5.322804
76 C -2.610630 -4.293001 4.319619
77 N -1.977953 -2.963329 4.375496
78 C -1.015972 -2.830721 3.295108
79 C -0.493932 -1.409056 3.170406
80 O 0.377700 -1.385294 2.042934
81 C 0.957980 -0.120814 1.826722
82 H -3.535205 -4.942506 8.527189
83 H -4.702319 -5.550525 7.323195
84 H -4.812296 -3.892643 7.866887
85 H -4.491822 -3.703524 5.207929
86 H -4.096902 -5.481330 5.110169
87 H -2.866327 -4.516564 3.281688
88 H -1.906915 -5.106266 4.575483
89 H -1.392815 -3.095495 5.200399
90 H -1.366383 -3.073924 2.287844
91 H -0.137056 -3.488682 3.373225
92 H 0.053058 -1.182032 4.091967
93 H -1.303412 -0.705338 2.953824
94 H 1.059861 0.510964 2.717652
95 H 0.277001 0.454243 1.185838
96 H 1.935084 -0.176652 1.351726
97 C 2.660278 5.155163 -0.182991
98 C 3.493499 4.371410 0.826348
99 O 4.517703 5.222730 1.375992
100 O 2.150938 6.343897 0.405176
101 H 1.801023 4.537132 -0.444444
102 H 3.248407 5.340918 -1.083582
103 H 4.016567 3.558650 0.328555
104 H 2.925495 4.072170 1.708638
105 H 4.125120 6.051621 1.661732
106 H 2.710507 7.114048 0.294003
107 O 1.060205 2.095020 -1.009743
108 H 0.341581 2.443312 -0.421179
109 H 0.700835 2.173800 -1.915292
110 O 0.402195 2.586759 -3.705545
111 H -0.182609 3.351635 -3.771180
112 H 1.032639 2.695602 -4.426701
113 O 3.591109 0.932953 -0.628119
114 H 2.684868 1.255587 -0.801694
115 H 4.125356 1.280052 -1.360318

Cartesian forces (eV/Å) of the 3 atoms listed first:
-0.906 -0.129 0.615
0.413 -0.228 0.132
-0.106 0.747 -1.306